1.
DFT (the ωB97M-V functional and the def2-TZVPD basis) results for a molecular structure, C30H80IO10Zn.

Each line ends with the Mulliken charge.
CARTESIAN COORDINATES (ANGSTROEM)
Zn 3.73124 2.76612 -1.73923  0.82
I 0.04810 0.34494 -0.15536  -0.18
C 2.98623 2.03599 2.63719  -1.33
C 3.84283 1.90454 1.38491  0.66
C 4.84017 0.71784 1.41431  -1.25
O 3.09712 1.82070 0.18852  1.16
H 2.40146 1.11697 2.67674  0.08
H 2.39676 2.94913 2.55472  0.33
H 3.68213 2.02518 3.47607  0.52
H 4.45916 2.80313 1.41266  0.29
H 5.42673 0.84261 0.50409  0.23
H 4.35413 -0.24549 1.56874  0.25
H 5.53565 0.82490 2.24674  0.56
H 2.34223 1.23662 0.29143  -0.79
C 4.34075 -1.08898 -1.41676  -0.75
C 3.81310 -0.40826 -2.74612  0.38
C 2.93447 -1.31637 -3.63808  -1.36
O 3.03566 0.77294 -2.43207  -0.21
H 5.38824 -0.79938 -1.33312  0.33
H 4.47516 -2.15005 -1.62691  0.30
H 3.75579 -0.98706 -0.50269  -0.04
H 4.64620 -0.15390 -3.40137  0.37
H 3.57171 -2.14844 -3.93756  0.51
H 2.53257 -0.81504 -4.51856  0.36
H 2.13033 -1.70641 -3.01412  0.19
H 2.14770 0.40827 -2.42028  -0.08
C -3.50403 4.52789 -0.38723  -0.89
C -3.13438 5.74871 0.45521  1.01
C -3.70279 7.05817 -0.04706  -1.57
O -3.58787 5.39196 1.69855  -0.63
H -2.99532 3.66949 0.05149  0.16
H -3.04731 4.66412 -1.36751  0.15
H -4.59238 4.48432 -0.42851  0.39
H -2.07287 5.99623 0.45956  -0.02
H -4.69463 7.26790 0.35340  0.41
H -3.85882 6.95980 -1.12134  0.33
H -3.12357 7.93014 0.25671  0.38
H -2.99853 4.70887 2.02664  0.16
C -0.83933 -1.28921 -3.90047  -0.73
C -1.50933 -1.93635 -5.12210  0.40
C -1.62715 -3.46501 -4.94276  -1.40
O -2.72085 -1.44992 -5.19959  -0.57
H 0.22876 -1.13090 -4.04956  -0.06
H -0.78877 -1.82632 -2.95334  0.19
H -1.22726 -0.28097 -3.75535  0.44
H -1.05281 -1.62163 -6.06053  0.40
H -2.07445 -3.84715 -4.02516  0.34
H -0.61978 -3.87927 -4.90172  0.26
H -2.27123 -3.96545 -5.66582  0.43
H -3.33917 -1.95544 -4.66693  0.33
C 1.59238 -4.73738 -2.29687  -0.35
C 2.86775 -5.53439 -2.79430  0.64
C 3.75417 -5.86822 -1.64354  -1.46
O 2.48119 -6.58490 -3.70743  -0.57
H 1.06973 -4.39273 -3.18914  -0.12
H 1.92190 -3.90249 -1.67842  0.12
H 0.97821 -5.41566 -1.70456  0.34
H 3.52637 -4.86493 -3.34760  0.01
H 3.36921 -6.66612 -1.00851  0.38
H 3.96204 -5.04364 -0.96166  0.30
H 4.75144 -6.14593 -1.98476  0.40
H 2.25170 -6.13833 -4.52566  0.33
C -0.29008 3.75390 -3.17480  -1.54
C 0.71252 4.33050 -2.20105  0.53
C 0.01473 4.97231 -1.05176  -1.21
O 1.41792 3.19919 -1.61355  -0.10
H 0.17318 3.60429 -4.15005  0.37
H -1.03915 4.51636 -3.38848  0.42
H -0.82714 2.82339 -2.99091  0.36
H 1.33234 5.02821 -2.76419  0.54
H 0.74315 5.31580 -0.31723  0.19
H -0.50363 4.15433 -0.55146  0.13
H -0.64799 5.80404 -1.29076  0.54
H 0.80193 2.55292 -1.26071  -0.39
C -0.72719 -5.10492 1.78970  -1.26
C -0.87260 -3.53446 2.03965  1.08
C -1.43400 -3.11583 3.34177  -1.08
O 0.44274 -3.01464 1.79932  -0.43
H 0.01884 -5.61705 2.39739  0.34
H -0.47510 -5.26590 0.74154  0.16
H -1.68458 -5.59851 1.95663  0.39
H -1.46053 -3.13708 1.21229  -0.01
H -2.35316 -3.60607 3.66257  0.43
H -1.68600 -2.05577 3.37107  0.03
H -0.69332 -3.39953 4.08943  0.23
H 0.41680 -2.26038 1.20601  0.02
C -6.19166 -1.64225 -1.89918  -1.41
C -4.84367 -0.94936 -1.97660  0.70
C -4.24242 -0.60125 -0.53196  -1.31
O -4.01003 -1.81975 -2.61198  -0.49
H -6.38969 -1.90034 -2.93950  0.37
H -6.99126 -0.99587 -1.53733  0.38
H -6.04972 -2.56126 -1.33052  0.32
H -4.87337 0.01114 -2.49106  0.22
H -3.83996 -1.47782 -0.02427  0.32
H -4.83615 -0.03874 0.18857  0.43
H -3.29776 -0.07404 -0.66527  0.25
H -3.08656 -1.70100 -2.37810  0.17
C 2.51558 -1.72527 5.70227  -1.41
C 2.03766 -0.32547 5.31914  1.28
C 0.52253 -0.14719 5.42178  -0.84
O 2.76698 0.45308 6.20351  -0.60
H 1.91645 -2.49621 5.21771  0.22
H 2.34258 -2.01645 6.73832  0.42
H 3.54709 -2.03098 5.52725  0.39
H 2.38703 -0.17185 4.29814  -0.51
H 0.05064 -0.48474 4.49902  -0.11
H 0.34517 0.89706 5.67906  0.38
H 0.13195 -0.77218 6.22485  0.35
H 3.67509 0.29501 5.93526  0.38
C -2.21050 3.65154 4.40150  -1.80
C -1.35308 2.83371 3.43915  1.23
C -1.66506 1.36629 3.42687  -1.46
O -1.36638 3.16257 2.09221  0.18
H -1.70727 4.55038 4.75779  0.45
H -2.23637 3.12086 5.35324  0.43
H -3.22672 3.90310 4.09798  0.45
H -0.31122 2.85100 3.75905  -0.19
H -0.80198 0.82703 3.03649  0.14
H -2.50935 1.01922 2.83121  0.33
H -1.93628 0.98774 4.41238  0.57
H -0.92930 2.44171 1.63295  -0.24

Calculated values
**Charge**: +1
**LUMO energy**: -8.14 eV
**HOMO energy**: -11.27 eV
**Largest force on an atom**: 5.60 eV/A
**Spin multiplicity**: 1

---

2.
DFT (the ωB97M-V functional and the def2-TZVPD basis) results for 10 unconnected molecules or ions with the total composition C30H80O30S10.

Each line ends with the Mulliken charge.
CARTESIAN COORDINATES (ANGSTROEM)
O 2.80186 -15.59726 2.00677  -0.52
S 2.00009 -16.77065 2.21639  0.52
O 2.12505 -17.48145 3.47373  -0.28
O 0.44418 -16.48063 1.91208  0.40
C -0.52153 -17.52581 1.98374  0.47
C -1.89764 -17.06447 2.40865  -1.27
C 2.25952 -18.02664 0.93914  0.32
H -0.14239 -18.27868 2.68627  0.31
H -0.53271 -18.02985 1.01399  -0.48
H -2.48716 -17.81544 2.92979  -0.41
H -2.49109 -16.74925 1.54372  0.71
H -1.89698 -16.14591 3.00248  0.69
H 1.63497 -17.77409 0.09297  -0.61
H 1.85809 -18.91203 1.43008  -0.02
H 3.31501 -18.05401 0.69262  0.22
O -0.17699 -21.87850 5.70991  -0.56
S -0.55469 -20.66740 6.36576  1.01
O 0.18547 -19.44274 6.13457  -0.38
O -2.10294 -20.34806 5.88617  -0.39
C -2.61949 -19.01794 6.14544  1.13
C -4.12461 -19.15677 6.28872  -1.44
C -0.91819 -20.98542 8.10339  -1.22
H -2.28328 -18.46566 5.26712  -0.89
H -2.17649 -18.65453 7.07621  0.75
H -4.60019 -18.28912 6.74641  0.35
H -4.33876 -20.00579 6.93760  0.41
H -4.55220 -19.29642 5.29617  0.07
H -0.74152 -20.10711 8.71737  0.32
H -0.17055 -21.74978 8.32251  0.45
H -1.92261 -21.37404 8.22620  0.36
O -4.28190 -19.29022 2.89896  -0.20
S -5.51769 -19.50748 2.17899  1.13
O -6.04036 -18.43923 1.36340  -0.76
O -5.15953 -20.75788 1.19373  0.01
C -6.16585 -21.12822 0.24033  -0.31
C -5.47478 -22.04601 -0.76442  -1.11
C -6.90292 -20.17148 3.20837  -1.21
H -6.42999 -20.18469 -0.24095  0.39
H -7.04334 -21.65810 0.61662  0.29
H -4.61265 -21.49100 -1.14434  0.08
H -6.06879 -22.38062 -1.60968  0.43
H -5.01950 -22.89977 -0.25849  0.30
H -6.57662 -21.10541 3.65670  0.34
H -7.74067 -20.27487 2.52342  0.52
H -7.16334 -19.43853 3.96929  0.34
O 1.76551 -16.54358 -4.05334  -0.66
S 1.98875 -17.21452 -2.79384  1.25
O 3.12139 -18.06925 -2.54292  -0.63
O 1.97081 -16.10297 -1.62225  -0.17
C 2.72007 -14.87710 -1.80041  0.08
C 4.19434 -15.08462 -2.08557  -1.25
C 0.42999 -18.07831 -2.35290  -1.01
H 2.54186 -14.29598 -0.89928  -0.10
H 2.30504 -14.31431 -2.63906  0.35
H 4.68495 -14.12092 -1.93745  0.45
H 4.33187 -15.55116 -3.05667  0.41
H 4.66789 -15.69145 -1.30937  0.24
H 0.19338 -18.60219 -3.27459  0.52
H -0.26417 -17.27220 -2.13729  0.33
H 0.68109 -18.70237 -1.50131  0.28
O 3.04962 -22.94121 5.01571  -0.67
S 3.22413 -21.77592 5.85314  1.03
O 2.60214 -21.61701 7.13589  -0.62
O 4.80612 -21.43946 5.97814  0.00
C 5.42055 -21.62237 7.24971  -0.28
C 5.89485 -23.04844 7.44541  -1.16
C 2.77137 -20.34334 4.78039  -0.52
H 4.82824 -21.26009 8.09183  0.38
H 6.31005 -20.99235 7.29661  0.29
H 6.53939 -23.34097 6.61131  0.27
H 5.11929 -23.81642 7.41590  0.29
H 6.50606 -23.14464 8.34332  0.43
H 1.81055 -20.60208 4.34855  -0.19
H 3.44349 -20.36937 3.92147  0.54
H 2.88300 -19.43824 5.36356  0.27
O -0.01871 -22.78180 0.60358  -0.70
S -0.09330 -21.56755 1.38551  1.11
O 1.04943 -21.02314 2.04948  -0.43
O -0.69901 -20.37500 0.47207  -0.18
C -1.70888 -20.64662 -0.51202  -0.56
C -2.44241 -19.32330 -0.62407  -0.37
C -1.46948 -21.71891 2.56001  -0.81
H -2.39615 -21.44293 -0.23770  0.61
H -1.16747 -20.80809 -1.44429  0.26
H -2.84875 -19.00144 0.33667  -0.22
H -3.17907 -19.32452 -1.42812  0.60
H -1.79207 -18.48145 -0.87453  -0.21
H -2.36674 -22.06465 2.05694  0.36
H -1.51718 -20.81235 3.15564  0.00
H -1.13246 -22.52123 3.21982  0.50
O 2.07726 -10.02297 4.08278  -0.63
S 2.56544 -10.12405 2.72958  1.27
O 3.95399 -10.46029 2.51206  -0.65
O 1.63935 -11.14744 1.86319  -0.32
C 1.61109 -12.46658 2.40053  0.13
C 0.52471 -13.22642 1.64932  -0.64
C 2.26786 -8.62500 1.81541  -0.97
H 1.42308 -12.51086 3.47300  0.24
H 2.55719 -12.96199 2.16578  0.13
H 0.87633 -13.44194 0.63383  0.08
H -0.37245 -12.65138 1.40649  0.53
H 0.21900 -14.17135 2.08400  -0.23
H 1.20804 -8.39728 1.80887  0.33
H 2.74891 -8.80017 0.85697  0.32
H 2.87105 -7.89817 2.35662  0.38
O 7.44621 -19.46461 5.49411  -0.63
S 7.48088 -20.16616 4.23805  1.18
O 7.17739 -21.56417 4.21521  -0.57
O 6.54814 -19.36601 3.16124  -0.30
C 6.29410 -17.95239 3.45742  -0.16
C 6.14321 -17.22314 2.16562  -1.01
C 9.08602 -19.90474 3.42559  -1.02
H 7.10968 -17.59300 4.08445  0.58
H 5.38959 -17.97822 4.06669  0.09
H 7.12462 -17.03081 1.72976  0.42
H 5.73367 -16.24176 2.42320  0.30
H 5.47696 -17.67737 1.43723  0.12
H 9.02210 -20.55122 2.55208  0.34
H 9.94767 -20.12903 4.04693  0.36
H 9.16248 -18.87391 3.08380  0.31
O -0.48809 -14.15484 7.51854  -0.67
S -0.74595 -14.41368 6.12835  1.13
O -1.92864 -13.83411 5.54102  -0.58
O 0.47960 -13.93573 5.20580  -0.27
C 1.81628 -14.52216 5.37901  0.43
C 2.36504 -14.14429 6.75902  -1.55
C -0.70597 -16.21228 5.84179  -0.23
H 2.45067 -14.19983 4.55757  0.40
H 1.70003 -15.59714 5.22338  -0.19
H 3.44860 -14.23852 6.62680  0.47
H 1.99940 -14.76283 7.56659  0.31
H 2.20230 -13.07860 6.90210  0.36
H -0.45112 -16.37140 4.79737  -0.21
H -1.72956 -16.53115 6.02599  -0.01
H 0.00198 -16.62385 6.55361  0.45
O -6.73126 -15.21203 6.20542  -0.65
S -6.30673 -15.82705 4.98827  1.04
O -6.59742 -17.20455 4.68927  -0.51
O -6.74711 -14.84204 3.78406  -0.33
C -7.10221 -15.43055 2.51090  0.42
C -8.51984 -15.04442 2.14391  -1.33
C -4.53163 -15.61364 4.76250  -0.52
H -6.92356 -16.50189 2.50500  -0.11
H -6.38822 -14.98150 1.81256  0.28
H -8.67433 -13.97058 2.09752  0.33
H -9.12512 -15.48112 2.94425  0.31
H -8.83802 -15.53634 1.22551  0.38
H -4.22064 -16.04128 3.81335  -0.03
H -3.99284 -16.08832 5.58602  0.02
H -4.21394 -14.57487 4.85445  0.57

Calculated values
**LUMO energy**: -0.07 eV
**HOMO energy**: -10.31 eV
**Largest force on an atom**: 3.18 eV/A
**Energy relative to the best compared isomer or geometry (same formula, charge and spin)**: 165.0 kJ/mol
**Spin multiplicity**: 1

---

Q: Among the records above, which one has the lowest HOMO energy?
A: C30H80IO10Zn

---

Q: largest force on an atom of number 2 (C30H80O30S10)?
A: 3.18 eV/A